Entry 1:
{"formula": "C3H2FNO", "method": "ωB97M-V with the def2-TZVPD basis set", "fmax_ev_per_a": 6.5, "smiles": "O=CNC#CF", "energy_ev": -9394.833, "lumo_ev": 0.6, "elements": ["O", "C", "N", "C", "C", "F", "H", "H"], "positions_angstrom": [[0.95625, -0.38812, -1.38552], [-0.12088, -0.82194, -1.02828], [-0.80050, -0.34943, 0.07532], [-0.09158, 0.43266, 0.87960], [0.79246, 1.28139, 1.16682], [1.81117, 1.86202, 1.66222], [-0.78014, -1.41491, -1.54118], [-1.76677, -0.60167, 0.17103]], "nbo_charge": [-0.548, 0.525, -0.638, -0.027, 0.413, -0.252, 0.112, 0.416]}

***

Entry 2:
{"formula": "C3H2FNO", "method": "ωB97M-V with the def2-TZVPD basis set", "fmax_ev_per_a": 6.7, "smiles": "Fc1cnoc1", "energy_ev": -9395.147, "lumo_ev": 0.9, "elements": ["F", "C", "C", "N", "O", "C", "H", "H"], "positions_angstrom": [[-1.37531, -0.26504, -1.43142], [-0.59314, -0.01992, -0.31618], [0.83814, 0.04682, -0.75023], [1.49274, 0.09945, 0.39919], [0.65849, 0.04307, 1.44931], [-0.65758, 0.08543, 0.98214], [1.18460, -0.11792, -1.83966], [-1.54794, 0.12810, 1.50684]], "nbo_charge": [-0.316, 0.285, -0.094, -0.088, -0.250, -0.012, 0.251, 0.224]}

***

Entry 3:
{"formula": "C3H2FNO2", "method": "ωB97M-V with the def2-TZVPD basis set", "fmax_ev_per_a": 3.7, "smiles": "Oc1coc(F)n1", "energy_ev": -11444.866, "lumo_ev": 0.7, "elements": ["O", "C", "C", "O", "C", "F", "N", "H", "H"], "positions_angstrom": [[1.95569, -0.55410, -0.02875], [0.67445, -0.20670, -0.02163], [0.25022, 1.12914, -0.00651], [-1.17636, 1.02781, -0.03785], [-1.41001, -0.26553, -0.10195], [-2.66400, -0.67343, 0.01347], [-0.37286, -1.04523, 0.03328], [2.04596, -1.52055, -0.03482], [0.69692, 2.10858, 0.18476]], "nbo_charge": [-0.648, 0.407, -0.094, -0.409, 0.847, -0.275, -0.554, 0.498, 0.228]}

***

Entry 4:
{"formula": "C3H2FNiO3", "method": "ωB97M-V with the def2-TZVPD basis set", "fmax_ev_per_a": 6.6, "total_charge": 3, "energy_ev": -53002.729, "lumo_ev": [-16.6, -19.4], "spin_multiplicity": 3, "elements": ["C", "C", "O", "C", "O", "O", "Ni", "F", "H", "H"], "positions_angstrom": [[-1.04863, 0.71641, 0.04291], [-1.11123, -0.76797, 0.22476], [0.16586, -1.16778, 0.19595], [0.98967, -0.11706, -0.07365], [0.25272, 1.02016, -0.08612], [2.17141, -0.18813, -0.12516], [3.82385, 0.46094, -0.31542], [-1.84416, 1.31053, -0.74909], [-1.82644, -1.36513, -0.35963], [-1.57303, 0.09804, 1.24544]], "mulliken_spin": [-0.001, 0.001, 0.016, 0.012, 0.012, 0.054, 1.900, 0.000, 0.000, 0.004]}